(1)
Density functional theory data (ωB97M-V/def2-TZVPD) for 7 unconnected molecules or ions with the total composition C43H38N3O24S at a distorted geometry.

The net charge is +1. As for the largest force on an atom: 7.41 eV/A. As for the spin multiplicity: 1. The frontier orbital gap comes out at 5.6 eV. The value obtained for the total energy is -4028.9755 hartree.

Each atom is followed by the atoms it is bonded to, with distances in Å.
Geometry (Å):
1 C -2.687 3.530 2.207  C2 1.663, H12 1.174, H13 1.194, H14 1.175
2 C -2.857 4.107 0.657  C1 1.663, C3 1.634, H15 1.194, H16 1.193
3 C -1.532 3.915 -0.279  C2 1.634, C4 1.674, N5 1.507, H17 1.176
4 C -1.659 5.073 -1.481  C3 1.674, H18 1.170, H19 1.173, H20 1.192
5 N -1.387 2.582 -0.967  C3 1.507, C6 1.525, N9 1.413, H21 1.067
6 C -2.364 1.505 -0.509  N5 1.525, C7 1.674, H22 1.169, H23 1.195
7 C -2.163 0.061 -1.333  C6 1.674, N8 1.397, H24 1.181
8 N -2.905 -0.049 -2.511  C7 1.397, H25 1.051
9 N -0.055 2.119 -1.049  N5 1.413, C10 1.369
10 C 0.398 1.680 0.167  N9 1.369, S11 1.724
11 S 1.215 1.433 1.664  C10 1.724
12 H -3.171 2.467 2.336  C1 1.174
13 H -3.347 4.265 2.877  C1 1.194
14 H -1.589 3.610 2.618  C1 1.175
15 H -2.999 5.285 0.792  C2 1.194
16 H -3.875 3.749 0.149  C2 1.193
17 H -0.606 4.258 0.360  C3 1.176
18 H -2.564 4.855 -2.190  C4 1.170
19 H -1.666 6.140 -0.992  C4 1.173
20 H -0.630 5.000 -2.077  C4 1.192
21 H -1.649 2.754 -1.987  N5 1.067
22 H -2.316 1.260 0.633  C6 1.169
23 H -3.504 1.788 -0.730  C6 1.195
24 H -1.418 -0.785 -0.979  C7 1.181
25 H -2.724 -0.978 -2.966  N8 1.051
26 C -5.632 -5.436 -2.225  C27 1.334, C32 1.471, H36 1.083
27 C -4.629 -4.944 -2.955  C26 1.334, C28 1.489, O35 1.383
28 C -4.389 -3.478 -3.053  C27 1.489, O29 1.226, C30 1.471
29 O -3.447 -3.057 -3.716  C28 1.226
30 C -5.312 -2.580 -2.341  C28 1.471, C31 1.334, H37 1.082
31 C -6.317 -3.071 -1.614  C30 1.334, C32 1.489, O34 1.383
32 C -6.540 -4.538 -1.494  C26 1.471, C31 1.489, O33 1.226
33 O -7.461 -4.960 -0.804  C32 1.226
34 O -7.189 -2.233 -0.945  C31 1.383, H38 0.982
35 O -3.773 -5.782 -3.647  C27 1.383, H39 0.982
36 H -5.816 -6.499 -2.143  C26 1.083
37 H -5.137 -1.516 -2.435  C30 1.082
38 H -7.826 -2.827 -0.492  O34 0.982
39 H -3.133 -5.188 -4.095  O35 0.982
40 C 0.401 -8.492 -2.727  C41 1.334, C46 1.471, H50 1.083
41 C 0.820 -9.114 -1.624  C40 1.334, C42 1.489, O49 1.383
42 C 0.398 -8.657 -0.271  C41 1.489, O43 1.226, C44 1.471
43 O 0.783 -9.260 0.725  C42 1.226
44 C -0.477 -7.477 -0.184  C42 1.471, C45 1.334, H51 1.082
45 C -0.892 -6.853 -1.287  C44 1.334, C46 1.489, O48 1.383
46 C -0.492 -7.327 -2.641  C40 1.471, C45 1.489, O47 1.226
47 O -0.905 -6.744 -3.637  C46 1.226
48 O -1.712 -5.742 -1.213  C45 1.383, H52 0.982
49 O 1.662 -10.208 -1.697  C41 1.383, H53 0.982
50 H 0.699 -8.815 -3.717  C40 1.083
51 H -0.762 -7.145 0.806  C44 1.082
52 H -1.874 -5.474 -2.144  O48 0.982
53 H 1.819 -10.479 -0.766  O49 0.982
54 C 2.134 2.271 -3.420  C55 1.334, C60 1.471, H64 1.083
55 C 2.290 3.492 -3.937  C54 1.334, C56 1.489, O63 1.383
56 C 3.408 3.798 -4.872  C55 1.489, O57 1.226, C58 1.471
57 O 3.515 4.924 -5.346  C56 1.226
58 C 4.356 2.719 -5.190  C56 1.471, C59 1.334, H65 1.082
59 C 4.202 1.500 -4.670  C58 1.334, C60 1.489, O62 1.383
60 C 3.068 1.186 -3.757  C54 1.471, C59 1.489, O61 1.226
61 O 2.942 0.052 -3.309  C60 1.226
62 O 5.091 0.482 -4.962  C59 1.383, H66 0.982
63 O 1.418 4.517 -3.623  C55 1.383, H67 0.982
64 H 1.325 2.034 -2.741  C54 1.083
65 H 5.174 2.960 -5.856  C58 1.082
66 H 4.763 -0.301 -4.467  O62 0.982
67 H 1.742 5.298 -4.122  O63 0.982
68 C 2.745 7.130 -1.053  C69 1.334, C74 1.471, H78 1.083
69 C 3.516 7.899 -0.283  C68 1.334, C70 1.489, O77 1.383
70 C 3.849 9.298 -0.672  C69 1.489, O71 1.226, C72 1.471
71 O 4.545 9.986 0.065  C70 1.226
72 C 3.323 9.801 -1.951  C70 1.471, C73 1.334, H79 1.082
73 C 2.554 9.030 -2.723  C72 1.334, C74 1.489, O76 1.383
74 C 2.199 7.642 -2.320  C68 1.471, C73 1.489, O75 1.226
75 O 1.475 6.964 -3.042  C74 1.226
76 O 2.058 9.496 -3.927  C73 1.383, H80 0.982
77 O 4.035 7.424 0.908  C69 1.383, H81 0.982
78 H 2.493 6.113 -0.781  C68 1.083
79 H 3.587 10.813 -2.230  C72 1.082
80 H 1.531 8.754 -4.296  O76 0.982
81 H 4.557 8.168 1.280  O77 0.982
82 C 3.411 8.775 4.101  C83 1.334, C88 1.471, H92 1.083
83 C 3.462 7.449 3.960  C82 1.334, C84 1.489, O91 1.383
84 C 3.220 6.539 5.113  C83 1.489, O85 1.226, C86 1.471
85 O 3.255 5.324 4.949  C84 1.226
86 C 2.949 7.146 6.426  C84 1.471, C87 1.334, H93 1.082
87 C 2.902 8.472 6.567  C86 1.334, C88 1.489, O90 1.383
88 C 3.117 9.382 5.408  C82 1.471, C87 1.489, O89 1.226
89 O 3.049 10.596 5.565  C88 1.226
90 O 2.651 9.050 7.798  C87 1.383, H94 0.982
91 O 3.741 6.872 2.735  C83 1.383, H95 0.982
92 H 3.583 9.449 3.270  C82 1.083
93 H 2.793 6.474 7.259  C86 1.082
94 H 2.667 10.019 7.640  O90 0.982
95 H 3.719 5.903 2.892  O91 0.982
96 C -0.285 -11.087 3.519  C97 1.334, C102 1.471, H106 1.083
97 C -0.234 -12.413 3.379  C96 1.334, C98 1.489, O105 1.383
98 C -0.476 -13.324 4.532  C97 1.489, O99 1.226, C100 1.471
99 O -0.441 -14.538 4.368  C98 1.226
100 C -0.747 -12.716 5.844  C98 1.471, C101 1.334, H107 1.082
101 C -0.794 -11.390 5.986  C100 1.334, C102 1.489, O104 1.383
102 C -0.579 -10.481 4.827  C96 1.471, C101 1.489, O103 1.226
103 O -0.647 -9.267 4.984  C102 1.226
104 O -1.045 -10.813 7.217  C101 1.383, H108 0.982
105 O 0.045 -12.991 2.153  C97 1.383, H109 0.982
106 H -0.113 -10.414 2.689  C96 1.083
107 H -0.903 -13.389 6.678  C100 1.082
108 H -1.029 -9.844 7.058  O104 0.982
109 H 0.023 -13.960 2.311  O105 0.982

(2)
Density functional theory data (ωB97M-V/def2-TZVPD) for a single C19H24N2O molecule at a distorted geometry.

The net charge is 0. As for the largest force on an atom: 1.06 eV/A. For the relative energy (zero: lowest compared OMol25 entry of this formula, charge and spin), the calculation gives 42.9 kcal per mole. As for the spin multiplicity: 1. The frontier orbital gap comes out at 9.1 eV. The value obtained for the total energy is -923.1183 hartree.

Each atom is followed by the atoms it is bonded to, with distances in Å.
Geometry (Å):
1 C 2.256 -2.373 -0.828  C2 1.323, H23 1.077, H24 1.075
2 C 1.073 -2.644 -1.354  C1 1.323, C3 1.501, C4 1.512
3 C 0.076 -3.493 -0.620  C2 1.501, H25 1.089, H26 1.087, H27 1.090
4 C 0.610 -2.161 -2.710  C2 1.512, C5 1.527, C22 1.533, H28 1.098
5 C 1.617 -1.270 -3.435  C4 1.527, C6 1.493, H29 1.097, H30 1.092
6 C 1.681 0.087 -2.818  C5 1.493, C7 1.339, H31 1.083
7 C 0.750 0.619 -2.015  C6 1.339, C8 1.506, C9 1.468
8 C 0.959 2.007 -1.470  C7 1.506, H32 1.090, H33 1.089, H34 1.092
9 C -0.469 -0.145 -1.722  C7 1.468, N10 1.274, C22 1.507
10 N -1.398 0.034 -0.868  C9 1.274, N11 1.344
11 N -1.465 1.028 0.034  N10 1.344, C12 1.370, H35 1.016
12 C -2.524 1.102 0.899  N11 1.370, O13 1.206, C14 1.522
13 O -3.463 0.345 0.885  C12 1.206
14 C -2.375 2.240 1.899  C12 1.522, C15 1.541, H36 1.090, H37 1.092
15 C -1.608 1.746 3.141  C14 1.541, C16 1.502, H38 1.092, H39 1.091
16 C -0.264 1.202 2.749  C15 1.502, C17 1.390, C21 1.390
17 C 0.822 2.050 2.569  C16 1.390, C18 1.385, H40 1.082
18 C 2.037 1.555 2.124  C17 1.385, C19 1.385, H41 1.081
19 C 2.177 0.205 1.850  C18 1.385, C20 1.385, H42 1.080
20 C 1.103 -0.648 2.037  C19 1.385, C21 1.382, H43 1.078
21 C -0.108 -0.153 2.483  C16 1.390, C20 1.382, H44 1.080
22 C -0.687 -1.351 -2.599  C4 1.533, C9 1.507, H45 1.094, H46 1.088
23 H 2.546 -2.778 0.128  C1 1.077
24 H 2.989 -1.745 -1.302  C1 1.075
25 H -0.393 -4.210 -1.290  C3 1.089
26 H 0.554 -4.034 0.193  C3 1.087
27 H -0.706 -2.862 -0.199  C3 1.090
28 H 0.413 -3.051 -3.322  C4 1.098
29 H 1.303 -1.159 -4.481  C5 1.097
30 H 2.608 -1.727 -3.455  C5 1.092
31 H 2.560 0.671 -3.063  C6 1.083
32 H 0.070 2.622 -1.611  C8 1.090
33 H 1.784 2.487 -1.994  C8 1.089
34 H 1.220 1.976 -0.410  C8 1.092
35 H -0.696 1.680 0.158  N11 1.016
36 H -3.372 2.564 2.198  C14 1.090
37 H -1.848 3.082 1.446  C14 1.092
38 H -1.493 2.579 3.838  C15 1.092
39 H -2.197 0.966 3.625  C15 1.091
40 H 0.715 3.106 2.777  C17 1.082
41 H 2.873 2.226 1.989  C18 1.081
42 H 3.120 -0.180 1.493  C19 1.080
43 H 1.204 -1.701 1.828  C20 1.078
44 H -0.947 -0.820 2.617  C21 1.080
45 H -0.976 -1.013 -3.598  C22 1.094
46 H -1.507 -1.936 -2.189  C22 1.088

(3)
Density functional theory data (ωB97M-V/def2-TZVPD) for a single C21H20N4O2S molecule at a distorted geometry.

The net charge is 0. As for the largest force on an atom: 5.52 eV/A. For the relative energy (zero: lowest compared OMol25 entry of this formula, charge and spin), the calculation gives 164.1 kcal per mole. As for the spin multiplicity: 1. The frontier orbital gap comes out at 8.5 eV. The value obtained for the total energy is -1579.7622 hartree.

Each atom is followed by the atoms it is bonded to, with distances in Å.
Geometry (Å):
1 C 6.055 1.004 2.745  C2 1.260, H29 1.090
2 C 6.098 1.008 1.485  C1 1.260, C3 1.471
3 C 6.033 0.931 0.017  C2 1.471, O4 1.459, H30 1.138, H31 1.176
4 O 4.941 1.733 -0.525  C3 1.459, C5 1.337
5 C 3.780 1.076 -0.436  O4 1.337, C6 1.341, C28 1.469
6 C 2.797 1.636 0.284  C5 1.341, C7 1.439, H32 1.063
7 C 1.524 0.982 0.437  C6 1.439, C8 1.509, C20 1.320
8 C 0.451 1.657 1.255  C7 1.509, O9 1.217, N10 1.378
9 O 0.658 2.538 2.069  C8 1.217
10 N -0.816 1.114 1.241  C8 1.378, C11 1.518, H33 1.013
11 C -2.029 1.821 1.817  N10 1.518, C12 1.561, C13 1.524, H34 1.130
12 C -2.144 1.451 3.328  C11 1.561, H35 1.051, H36 1.119, H37 1.064
13 C -3.322 1.524 1.068  C11 1.524, C14 1.412, C19 1.417
14 C -4.251 2.435 0.519  C13 1.412, N15 1.306, H38 1.117
15 N -5.447 2.013 0.208  C14 1.306, C16 1.356
16 C -5.756 0.767 0.642  N15 1.356, C17 1.496, N18 1.323
17 C -7.110 0.398 0.127  C16 1.496, H39 1.097, H40 1.145, H41 1.150
18 N -4.932 -0.215 0.974  C16 1.323, C19 1.311
19 C -3.686 0.157 1.140  C13 1.417, N18 1.311, H42 1.052
20 C 1.397 -0.230 -0.070  C7 1.320, C21 1.366, H43 1.053
21 C 2.279 -0.820 -0.931  C20 1.366, C22 1.496, C28 1.359
22 C 1.818 -2.071 -1.608  C21 1.496, N23 1.297, S27 1.801
23 N 0.567 -2.347 -1.811  C22 1.297, C24 1.329
24 C 0.359 -3.281 -2.734  N23 1.329, C25 1.346, H44 1.047
25 C 1.508 -3.703 -3.293  C24 1.346, C26 1.510, S27 1.724
26 C 1.394 -4.641 -4.472  C25 1.510, H45 1.055, H46 1.115, H47 1.036
27 S 2.917 -2.833 -2.815  C22 1.801, C25 1.724
28 C 3.483 -0.209 -1.083  C5 1.469, C21 1.359, H48 1.123
29 H 5.943 0.741 3.797  C1 1.090
30 H 6.950 1.505 -0.336  C3 1.138
31 H 6.101 -0.203 -0.285  C3 1.176
32 H 2.970 2.490 0.892  C6 1.063
33 H -1.016 0.295 0.680  N10 1.013
34 H -1.726 2.909 1.764  C11 1.130
35 H -1.648 0.531 3.441  C12 1.051
36 H -3.231 1.451 3.596  C12 1.119
37 H -1.559 2.190 3.823  C12 1.064
38 H -3.931 3.487 0.322  C14 1.117
39 H -7.122 -0.402 -0.623  C17 1.097
40 H -7.792 0.136 1.008  C17 1.145
41 H -7.711 1.243 -0.372  C17 1.150
42 H -2.935 -0.494 1.485  C19 1.052
43 H 0.567 -0.817 0.204  C20 1.053
44 H -0.572 -3.683 -2.994  C24 1.047
45 H 2.330 -4.852 -4.910  C26 1.055
46 H 0.623 -4.318 -5.209  C26 1.115
47 H 0.940 -5.484 -4.075  C26 1.036
48 H 4.256 -0.623 -1.784  C28 1.123

Number 3 is which compound? C21H20N4O2S

Number 3 is which compound? C21H20N4O2S